ORCA calculation (ωB97M-V with the def2-TZVPD basis set) on one molecule with the formula C3H4N4S in a non-equilibrium geometry.

The geometry in XYZ format:
```
12
Properties=species:S:1:pos:R:3:lowdin_charge:R:1
C -1.78131 -0.63408 1.27107 -0.015
N -1.12618 -1.03381 0.25754 0.043
N -0.06313 -0.29726 -0.18240 -0.139
N 0.52079 -0.81055 -1.31454 0.011
N 1.57847 -0.07949 -1.64455 0.074
C 1.56489 0.97118 -0.87321 -0.131
C 0.51573 0.91048 0.12216 -0.757
S 0.12713 2.00623 1.30721 0.604
H -1.58367 0.30551 1.81338 0.001
H -2.60861 -1.28374 1.57149 0.077
H 0.58860 -1.79167 -1.38464 0.140
H 2.26729 1.73719 -0.94352 0.091
```

Calculated values
Gap between HOMO and LUMO (hartree): 0.3011
LUMO (eV): -0.2
SMILES: C=Nn1[nH]ncc1=S
ΔE to the lowest compared entry with this formula, charge and spin (kcal/mol): 49.6
E_HOMO (eV): -8.371